Below is a cluster of 10 separate species, C13H36IN10O19 in total, with properties calculated with ωB97M-V with the def2-TZVPD basis set.

Cartesian coordinates (Å):
I -1.118610 0.980232 2.091999
C -0.293576 -0.590985 0.938039
C -0.382166 -0.203041 -0.564076
O 0.678756 -0.645527 -1.375297
C 1.922808 -0.348439 -0.781287
C 2.091088 -1.251107 0.400092
N 1.126070 -0.789382 1.452081
H -0.875241 -1.469748 1.186913
H -0.518991 0.874819 -0.667953
H -1.277446 -0.685033 -0.949191
H 1.918694 0.700567 -0.452254
H 2.727681 -0.459397 -1.500000
H 3.087086 -1.208997 0.832706
H 1.835466 -2.272008 0.130430
H 1.485193 0.057266 1.899847
H 1.085870 -1.485529 2.199070
C 2.888667 4.345472 -0.905816
N 3.554082 3.210693 -0.216330
O 4.290950 2.490598 -0.854255
O 3.314974 3.048701 0.968734
H 3.190558 4.337035 -1.945396
H 1.819631 4.186955 -0.799256
H 3.187381 5.256190 -0.395471
C -3.494107 -1.289063 4.795784
N -3.302936 -2.402861 3.828989
O -4.250102 -2.776629 3.178102
O -2.171008 -2.841615 3.720480
H -4.524745 -0.959374 4.761552
H -3.221092 -1.608746 5.795773
H -2.808420 -0.522231 4.459010
C 5.740925 0.338205 1.570475
N 5.285256 -0.224955 2.869428
O 5.935411 -0.038590 3.858072
O 4.239996 -0.869584 2.835498
H 6.668515 0.874452 1.728241
H 5.876206 -0.498488 0.891431
H 4.958270 1.003718 1.215135
C 3.176292 1.435849 -5.228095
N 3.066624 2.502132 -4.192701
O 4.000897 3.253699 -4.037583
O 2.025312 2.562647 -3.563691
H 4.149002 1.521478 -5.694739
H 3.048985 0.480520 -4.728960
H 2.370455 1.594167 -5.937650
C 0.298091 -4.990807 -1.638769
N 1.642135 -5.205054 -2.243096
O 2.291085 -6.159002 -1.899997
O 2.002639 -4.337192 -3.017324
H 0.092496 -5.771458 -0.916580
H 0.350561 -4.005109 -1.185972
H -0.444341 -4.982911 -2.430319
C -4.629410 2.477378 -0.770347
N -3.608605 3.214868 0.027316
O -2.540457 3.461990 -0.495940
O -3.898433 3.509094 1.167821
H -4.205754 2.289872 -1.748986
H -4.849022 1.556653 -0.238942
H -5.516854 3.098738 -0.828640
C -7.750601 -0.742580 1.097089
N -7.830758 0.500073 0.279672
O -8.786288 1.219558 0.423249
O -6.913784 0.709688 -0.496409
H -8.630392 -0.784533 1.726545
H -7.706069 -1.578757 0.406704
H -6.837122 -0.689052 1.680880
C -1.296805 2.460289 5.668743
N -2.148590 2.057489 6.824337
O -2.465884 0.884402 6.893097
O -2.470103 2.919537 7.600564
H -1.114269 1.563769 5.089703
H -1.855471 3.204598 5.107328
H -0.376910 2.889021 6.053203
C 2.359321 -3.260338 -6.247316
N 2.406911 -1.829571 -6.660701
O 1.535909 -1.412989 -7.387658
O 3.322292 -1.164775 -6.215254
H 1.489426 -3.715935 -6.703572
H 3.280180 -3.732324 -6.574091
H 2.296214 -3.268692 -5.164217

Atomic forces in eV per Å
-0.4 0.2 0.1
0.3 0.5 0.0
-0.1 -0.1 -0.1
-0.1 -0.3 0.1
-0.2 0.5 0.0
0.5 0.0 0.1
-0.3 -0.6 0.0
0.2 -0.3 -0.1
0.2 0.1 0.0
-0.1 0.1 0.0
0.2 0.1 0.0
-0.1 -0.2 -0.2
0.0 0.0 0.2
0.0 -0.1 0.0
0.0 0.2 -0.2
0.0 0.0 0.1
0.0 0.1 -0.1
0.1 -0.1 0.1
0.0 -0.1 -0.1
-0.2 -0.1 0.1
0.0 0.0 0.0
0.0 0.0 0.0
0.0 0.0 0.1
-0.1 0.1 0.0
0.0 0.0 0.1
-0.1 0.0 0.0
0.1 0.1 -0.1
0.0 0.0 -0.1
0.1 -0.2 -0.1
0.0 0.2 0.1
0.1 0.1 0.0
-0.1 -0.1 -0.2
0.1 0.1 0.1
-0.3 0.0 -0.1
0.0 0.0 0.1
0.0 0.0 0.0
0.0 0.0 0.0
0.0 0.1 0.2
0.0 0.0 -0.2
0.1 0.1 0.0
-0.1 -0.1 0.2
0.0 0.0 0.0
0.0 0.1 0.0
0.0 0.0 0.0
-0.1 -0.1 0.1
-0.2 0.2 0.1
0.0 -0.2 0.0
0.1 0.0 -0.2
0.1 0.0 0.0
-0.1 0.0 0.0
0.1 0.0 -0.1
0.2 0.1 0.0
0.0 0.0 -0.1
0.1 -0.1 0.0
0.0 -0.1 0.1
0.0 0.0 0.0
0.0 0.1 0.0
0.0 0.0 0.1
-0.1 0.0 0.0
0.0 0.0 -0.1
-0.1 0.1 0.1
0.0 -0.2 0.0
0.0 0.0 0.0
0.0 0.0 0.0
0.0 0.0 0.0
-0.1 0.0 0.0
0.1 0.0 -0.1
-0.1 -0.1 0.0
0.0 0.1 0.1
0.1 0.0 0.0
0.0 0.1 0.0
0.0 0.0 0.1
-0.1 0.0 0.0
-0.1 -0.3 0.0
0.0 0.1 0.0
0.2 -0.1 -0.1
0.0 0.0 0.0
0.0 0.0 0.0
0.1 -0.1 0.0

Results
- Frontier orbital gap: 9.77 eV
- E: -75936.9791 eV
- Net charge: +1